w | DFT (ωB97M-V/def2-TZVPD) results for C3H5BrO2S in the gas phase.

```
12
Properties=species:S:1:pos:R:3
C -0.16 -0.72 -0.21
C 0.10 0.64 -0.78
C -0.47 0.49 0.52
O -2.86 2.22 0.20
O -2.72 0.58 2.02
S -2.41 0.89 0.63
Br -3.43 -0.71 -0.57
H -0.94 -1.33 -0.54
H 0.69 -1.29 0.17
H 1.19 0.76 -0.92
H -0.65 0.69 -1.58
H 0.00 0.83 1.46
```

total charge	0
HOMO-LUMO gap	9.96	eV

These are the Löwdin partial charges, in e, on atoms 1 to 8: -0.197, -0.136, -0.317, -0.370, -0.403, 0.414, 0.483, 0.011

=====

x | DFT (ωB97M-V/def2-TZVPD) results for 2 unconnected molecules or ions with the total composition C3H5BrO2S.

```
12
Properties=species:S:1:pos:R:3
C -0.85 -0.05 -0.73
C 0.09 0.76 0.21
C -0.11 -0.65 0.43
O -2.86 0.55 1.32
O -1.92 0.28 3.60
S -2.20 -0.27 2.28
Br -3.45 -2.17 2.52
H -1.89 0.04 -0.37
H -0.64 -0.34 -1.84
H 0.99 1.25 -0.04
H -0.44 1.24 0.99
H 0.47 -1.63 0.46
```

total charge	0
HOMO-LUMO gap (spin up / spin down)	8.06 / 6.51	eV

These are the Löwdin partial charges, in e, on atoms 1 to 8: -0.116, -0.151, -0.057, -0.450, -0.421, 0.369, 0.303, 0.068

=====

List of relative energies, unit hartree: w 0.0000; x 0.0812

=====

w | DFT (ωB97M-V/def2-TZVPD) results for a gas-phase ion, C4H10NS (charge +1).

```
16
Properties=species:S:1:pos:R:3
C 0.31 -0.33 1.14
C 0.30 -1.19 -0.07
C -2.15 1.41 1.97
C 0.87 -0.66 -2.49
N 1.29 -0.85 -1.05
S -1.01 0.90 0.50
H -0.10 -0.76 1.93
H 1.14 0.40 1.46
H -1.49 1.52 2.95
H -2.87 0.69 2.21
H -2.48 2.41 1.58
H 1.67 -0.88 -3.17
H 0.04 -1.25 -2.47
H 0.60 0.26 -2.71
H 1.99 -0.03 -0.97
H 1.89 -1.63 -0.82
```

total charge	+1
HOMO-LUMO gap	7.89	eV

These are the Löwdin partial charges, in e, on atoms 1 to 8: -0.428, -0.009, -0.295, 0.054, -0.062, 0.823, 0.019, 0.109

=====

x | DFT (ωB97M-V/def2-TZVPD) results for a gas-phase ion, C4H10NS (charge +1).

```
16
Properties=species:S:1:pos:R:3
C -1.40 -0.39 -1.22
C -0.68 0.15 -0.08
C -0.36 1.64 0.17
C 1.70 -0.78 0.27
N 0.24 -0.82 0.61
S -2.42 -0.24 0.32
H -1.76 0.42 -1.89
H -0.98 -1.38 -1.64
H 0.08 1.70 1.26
H -1.22 2.35 0.17
H 0.42 2.10 -0.41
H 1.94 -0.89 -0.82
H 2.21 0.13 0.62
H 2.17 -1.62 0.87
H 0.07 -0.72 1.60
H -0.02 -1.64 0.19
```

total charge	+1
HOMO-LUMO gap	10.20	eV

These are the Löwdin partial charges, in e, on atoms 1 to 8: -0.315, -0.774, -0.061, 0.018, 0.028, 0.919, 0.102, 0.134

=====

y | DFT (ωB97M-V/def2-TZVPD) results for a molecular structure, C4H10NS.

```
16
Properties=species:S:1:pos:R:3
C 0.77 -0.10 -1.27
C 0.77 -0.61 0.15
C -0.04 0.59 -0.25
C 0.03 1.97 0.26
N 0.02 -1.86 0.38
S -2.29 -0.17 -0.04
H 1.64 0.43 -1.62
H 0.30 -0.70 -2.03
H 1.63 -0.50 0.79
H 1.07 2.27 0.32
H -0.42 2.06 1.25
H -0.48 2.65 -0.42
H 0.28 -2.59 -0.29
H -1.04 -1.55 0.24
H 0.15 -2.22 1.33
H -2.40 0.34 1.18
```

total charge	+1
HOMO-LUMO gap (spin up / spin down)	9.33 / 9.33	eV

These are the Löwdin partial charges, in e, on atoms 1 to 8: -0.031, -0.246, -0.365, -0.064, 0.137, 0.680, 0.136, 0.128

=====

List of relative energies, unit hartree: w 0.1478; x 0.0000; y 0.0228

=====

w | DFT (ωB97M-V/def2-TZVPD) results for a gas-phase ion, C4H10NS (charge +1).

```
16
Properties=species:S:1:pos:R:3
C 0.19 -1.18 -0.22
C 1.89 -0.73 -0.43
C -0.12 0.25 0.22
C -1.04 0.43 1.38
N -0.74 0.99 -1.01
S 1.59 0.81 0.45
H -0.14 -1.73 -1.19
H -0.08 -1.85 0.65
H 2.55 -1.35 0.04
H 2.07 -0.64 -1.45
H -1.01 1.51 1.70
H -0.58 -0.02 2.22
H -2.06 0.08 1.23
H -1.72 0.93 -1.01
H -0.34 0.55 -1.78
H -0.44 1.95 -0.78
```

total charge	+1
HOMO-LUMO gap	10.14	eV

These are the Löwdin partial charges, in e, on atoms 1 to 8: -0.104, -0.326, -0.780, -0.067, 0.235, 0.965, 0.139, 0.125

=====

x | DFT (ωB97M-V/def2-TZVPD) results for a gas-phase ion, C4H10NS (charge +1).

```
16
Properties=species:S:1:pos:R:3
C -1.26 -0.69 -1.16
C -1.20 -0.57 0.14
C 1.19 -0.30 0.99
C -0.25 0.34 0.87
N -0.02 1.54 -0.10
S 1.92 -0.68 -0.64
H -1.75 -1.51 -1.58
H -0.99 0.04 -1.90
H -1.50 -1.42 0.80
H 1.92 0.52 1.43
H 0.99 -1.17 1.60
H -0.48 0.58 1.88
H 0.65 0.94 -0.88
H 0.37 2.39 0.31
H -0.85 1.77 -0.66
H 1.27 -1.79 -1.10
```

total charge	+1
HOMO-LUMO gap	10.89	eV

These are the Löwdin partial charges, in e, on atoms 1 to 8: 0.007, -0.150, -0.448, -0.316, 0.124, 0.810, 0.066, 0.073

=====

List of relative energies, unit hartree: w 0.0000; x 0.0036

=====

w | DFT (ωB97M-V/def2-TZVPD) results for a molecular structure, C6H6OS.

```
14
Properties=species:S:1:pos:R:3
C -0.53 0.76 -0.01
C -1.15 0.15 1.29
C -0.60 -1.17 0.61
C -1.45 -1.18 -0.64
C -1.31 0.06 -1.09
C 0.52 -0.34 0.04
H 0.74 2.17 0.32
H -0.55 0.54 2.13
H -2.29 0.11 1.37
H -0.53 -2.13 1.16
H -1.93 -2.03 -1.17
H -1.69 0.63 -1.97
O -0.12 2.11 -0.13
S 2.14 -0.37 -0.12
```

total charge	0
HOMO-LUMO gap	8.94	eV

These are the Löwdin partial charges, in e, on atoms 1 to 8: -0.511, -0.002, -0.244, -0.055, -0.010, -0.702, 0.089, 0.125

=====

x | DFT (ωB97M-V/def2-TZVPD) results for C6H6OS in the gas phase.

```
14
Properties=species:S:1:pos:R:3
C -1.77 1.34 -0.15
C -0.93 0.22 0.03
C 0.47 0.24 0.44
C 1.99 0.19 0.03
C 1.13 -0.75 -0.41
C -1.28 -1.27 0.02
H -2.82 1.19 -0.24
H -1.09 2.30 -0.09
H 0.48 0.07 1.50
H 2.60 0.07 0.96
H 2.46 0.78 -0.71
H 0.95 -0.44 -1.46
O -2.41 -1.61 0.06
S 0.22 -2.33 0.01
```

total charge	0
HOMO-LUMO gap	9.06	eV

These are the Löwdin partial charges, in e, on atoms 1 to 8: 0.128, -0.257, -0.273, -0.076, -0.567, -0.645, 0.049, 0.114

=====

List of relative energies, unit hartree: w 0.0000; x 0.0551

=====

w | DFT (ωB97M-V/def2-TZVPD) results for C4H4O4 in the gas phase.

```
12
Properties=species:S:1:pos:R:3
C -1.27 0.15 -1.17
C -0.86 -0.47 0.19
C 0.11 -0.11 1.10
C 1.33 0.26 0.18
H -1.87 1.16 -1.44
H -0.18 -0.11 -1.76
H -1.79 -0.69 -1.54
H 1.96 0.66 1.78
O -1.44 -1.51 0.46
O 0.21 -0.04 2.30
O 2.18 0.99 0.84
O 1.61 -0.27 -0.94
```

total charge	0
HOMO-LUMO gap	8.84	eV

These are the Löwdin partial charges, in e, on atoms 1 to 8: 0.004, -0.399, -0.244, -0.397, 0.140, 0.150, 0.044, 0.149

=====

x | DFT (ωB97M-V/def2-TZVPD) results for C4H4O4 in the gas phase.

```
12
Properties=species:S:1:pos:R:3
C -0.16 -1.43 1.89
C 0.36 -1.00 0.37
C -0.27 0.43 -1.32
C 0.06 2.03 -1.18
H -0.53 -0.46 2.38
H 1.26 -0.43 0.51
H 0.30 -1.80 -0.28
H 0.08 2.59 -2.17
O -0.25 -2.45 2.47
O -0.63 -0.02 -0.09
O -0.49 -0.09 -2.41
O 0.26 2.64 -0.17
```

total charge	0
HOMO-LUMO gap	9.44	eV

These are the Löwdin partial charges, in e, on atoms 1 to 8: -0.192, -0.041, -0.390, -0.130, 0.139, 0.123, 0.097, 0.136

=====

List of relative energies, unit hartree: w 0.0217; x 0.0000